Version 1
ORCA calculation (ωB97M-V/def2-TZVPD) on 2 unconnected molecules or ions with the total composition C5H12Si.

```
! wB97M-V def2-TZVPD RIJCOSX def2/J DEFGRID3
* xyz 0 1
Si -1.47 0.26 -0.05
C 1.02 -1.49 0.45
C 0.08 -0.78 -0.08
C -1.17 2.12 0.20
C 0.46 -2.62 1.31
C 1.15 1.21 -1.95
H 0.50 -3.46 0.76
H -1.85 2.64 0.75
H -0.23 2.33 0.73
H 1.82 0.36 -2.29
H 1.09 -2.59 2.23
H -1.13 2.74 -0.66
H -2.36 -0.15 -1.05
H -0.46 -2.34 1.63
H 1.47 1.47 -0.91
H 2.18 -1.47 0.31
H 0.80 1.98 -2.64
H -1.90 -0.20 1.25
*
```

The value obtained for the HOMO-LUMO gap (spin up / spin down) is 7.56 / 9.19 eV. As for the LUMO energy (spin up / spin down): 0.2005 / 0.4478 eV.

Mulliken population analysis, charges in e, atoms 1 to 5: Si 0.407; C 0.474; C -0.607; C -1.232; C -1.143

Version 2
ORCA calculation (ωB97M-V/def2-TZVPD) on 2 unconnected molecules or ions with the total composition C5H12Si.

```
! wB97M-V def2-TZVPD RIJCOSX def2/J DEFGRID3
* xyz 0 1
Si -0.02 -0.50 1.93
C 2.20 1.07 1.16
C 1.35 -0.03 0.64
C -1.94 -0.27 -2.23
C 1.58 -0.62 -0.52
C -3.04 0.30 -1.80
H 3.17 1.15 0.70
H -1.08 -0.57 -1.50
H 0.55 -1.10 3.29
H 1.19 -1.64 -0.93
H -1.96 -0.77 -3.26
H -0.73 -1.54 1.29
H -3.87 0.48 -2.47
H 1.64 2.06 1.39
H 2.42 0.78 2.16
H -0.79 0.75 2.17
H -3.18 0.74 -0.93
H 2.50 -0.28 -1.10
*
```

The value obtained for the HOMO-LUMO gap is 10.69 eV. As for the LUMO energy: 0.9370 eV. Its SMILES is C=C(C)[SiH3].C=C.

Mulliken population analysis, charges in e, atoms 1 to 5: Si 0.374; C -1.285; C 0.419; C -0.220; C -0.657

Stability, lowest: version 1

Version 1
ORCA calculation (ωB97M-V/def2-TZVPD) on 3 unconnected molecules or ions with the total composition C9H24O3.

```
! wB97M-V def2-TZVPD RIJCOSX def2/J DEFGRID3
* xyz 0 1
O 1.98 2.75 2.09
O 0.42 -1.31 -1.82
O -0.24 -2.89 0.73
C -0.56 -1.62 -2.82
C -0.11 -0.99 -4.13
C -0.12 -1.04 2.32
C 1.24 2.59 -0.20
C 0.46 4.47 1.37
C -1.87 -0.96 -2.35
C -0.84 -2.32 1.89
C 1.56 3.53 0.93
C -0.88 -3.40 2.96
H 0.05 -2.16 0.17
H 2.39 4.13 0.51
H -1.72 -4.04 2.73
H -0.40 3.89 1.72
H -0.14 0.10 -4.12
H -2.68 -1.33 -2.97
H 0.87 -1.34 -4.48
H 2.91 2.61 1.89
H -1.78 0.12 -2.45
H 0.76 5.14 2.16
H -0.76 -1.20 -4.99
H 2.10 2.00 -0.51
H -1.02 -3.01 3.98
H 0.83 -1.34 2.77
H 0.41 1.90 0.01
H 1.26 -1.66 -2.12
H 0.03 -0.28 1.56
H -1.96 -1.24 -1.30
H -1.90 -2.09 1.71
H 0.21 5.11 0.51
H -0.69 -2.70 -2.95
H 0.02 -4.00 3.12
H 0.83 3.18 -1.03
H -0.67 -0.57 3.14
*
```

The value obtained for the HOMO-LUMO gap is 10.46 eV. As for the LUMO energy: 0.7215 eV. Its SMILES is CC(C)O.CC(C)O.CC(C)O.

Mulliken population analysis, charges in e, atoms 1 to 5: O -0.542; O -0.483; O -0.536; C 0.512; C -1.339

Version 2
ORCA calculation (ωB97M-V/def2-TZVPD) on 3 unconnected molecules or ions with the total composition C9H24O3.

```
! wB97M-V def2-TZVPD RIJCOSX def2/J DEFGRID3
* xyz 0 1
O 2.12 -30.95 5.99
O 0.67 -27.86 9.31
O -0.30 -28.13 12.13
C 2.63 -30.52 4.71
C 2.94 -31.80 6.74
C 2.84 -33.26 6.31
C 0.74 -28.78 8.19
C -1.32 -29.59 13.66
C -0.56 -28.75 7.40
C -0.10 -30.48 11.61
C -0.96 -29.38 12.20
C 2.27 -29.08 4.51
H -0.13 -30.48 10.51
H -1.64 -30.60 13.90
H -2.15 -28.94 13.93
H 3.70 -30.73 4.68
H 0.36 -27.03 8.95
H -0.46 -29.32 14.28
H -0.45 -31.47 11.92
H -0.14 -27.91 11.20
H 2.12 -31.12 3.95
H 3.35 -33.48 5.37
H 1.59 -28.48 7.57
H 0.94 -30.36 11.91
H -1.38 -29.08 8.04
H 1.20 -28.91 4.64
H 2.86 -28.43 5.16
H 3.32 -33.89 7.07
H 1.81 -33.61 6.28
H -0.78 -27.78 6.96
H -1.89 -29.32 11.62
H -0.49 -29.46 6.56
H 0.87 -29.78 8.59
H 2.61 -28.75 3.52
H 2.58 -31.74 7.77
H 3.99 -31.47 6.74
*
```

The value obtained for the HOMO-LUMO gap is 10.44 eV. As for the LUMO energy: 0.8018 eV. Its SMILES is CC(C)O.CCOCC.CCO.

Mulliken population analysis, charges in e, atoms 1 to 5: O -0.257; O -0.551; O -0.563; C -0.287; C -0.259

Stability, lowest: version 2